(1)
{"formula": "C3H15NO3S", "method": "ωB97M-V/def2-TZVPD", "max_force_ev_per_a": 6.126, "homo_energy_ev": -8.6, "smiles": "NCCCS.O.O.O", "e_above_lowest_ev": 2.146, "mol_weight_g_mol": 145.224, "homo_lumo_gap_ev": 8.90, "energy_ev": -21820.01616, "elements": ["N", "C", "C", "C", "S", "H", "H", "H", "H", "H", "H", "H", "H", "H", "O", "H", "H", "O", "H", "H", "O", "H", "H"], "positions_angstrom": [[-0.5242, -0.1693, -0.2698], [0.0976, 0.3595, -1.4594], [0.9882, 1.5318, -1.2274], [2.4193, 1.0348, -0.7110], [2.4358, 0.7104, 1.2124], [-1.4329, 0.0240, 0.0664], [0.0438, -0.0318, 0.5831], [0.7500, -0.4431, -1.8093], [-0.7116, 0.4923, -2.2463], [1.0426, 2.2754, -1.9467], [0.4919, 1.9917, -0.4006], [3.2094, 1.8855, -0.7254], [2.8399, 0.2076, -1.2156], [2.5784, -0.6294, 0.9953], [1.5330, -1.9311, 2.5351], [1.4166, -1.3343, 3.2414], [0.6511, -2.1562, 2.2446], [-2.6908, -3.3874, -0.1133], [-1.7497, -3.2206, 0.0901], [-2.9203, -3.0750, 0.8481], [-3.1774, 1.5448, 0.0563], [-3.0699, 2.5741, 0.0479], [-4.2209, 1.7465, 0.2042]]}

(2)
{"formula": "C14H48N16O10", "method": "ωB97M-V/def2-TZVPD", "max_force_ev_per_a": 10.616, "homo_energy_ev": -9.0, "smiles": "NC(N)=O.NC(N)=O.NC(N)=O.NC(N)=O.NC(N)=O.NC(N)=O.NC(N)=O.NC(N)=O.CC(C)O.CC(C)O", "e_above_lowest_ev": 6.750, "mol_weight_g_mol": 600.640, "homo_lumo_gap_ev": 8.99, "energy_ev": -59615.07257, "elements": ["N", "C", "N", "O", "H", "H", "H", "H", "N", "C", "N", "O", "H", "H", "H", "H", "N", "C", "N", "O", "H", "H", "H", "H", "N", "C", "N", "O", "H", "H", "H", "H", "N", "C", "N", "O", "H", "H", "H", "H", "N", "C", "N", "O", "H", "H", "H", "H", "N", "C", "N", "O", "H", "H", "H", "H", "N", "C", "N", "O", "H", "H", "H", "H", "C", "C", "C", "O", "H", "H", "H", "H", "H", "H", "H", "H", "C", "C", "C", "O", "H", "H", "H", "H", "H", "H", "H", "H"], "positions_angstrom": [[5.3579, -1.5768, -3.5490], [6.2961, -1.3576, -2.6956], [7.2099, -2.2945, -2.7874], [6.3583, -0.4617, -1.8652], [5.3271, -2.3268, -4.2247], [4.7122, -0.8003, -3.5653], [8.0155, -2.1825, -2.1886], [7.2635, -2.9882, -3.5195], [1.0474, 5.9467, 5.1952], [1.8653, 6.9515, 5.1292], [2.2983, 7.1578, 3.9550], [2.3194, 7.5389, 6.1577], [0.7856, 5.5685, 4.2961], [0.4889, 5.7299, 6.0083], [1.9362, 6.7276, 3.1160], [3.2065, 7.5992, 3.9325], [-7.9746, -1.7476, 1.6765], [-9.0867, -1.5193, 2.2186], [-9.9991, -2.3738, 1.8737], [-9.3286, -0.6710, 3.0545], [-7.7831, -2.5372, 1.0765], [-7.1747, -1.2143, 1.9861], [-10.9051, -2.2832, 2.3109], [-9.7785, -3.0225, 1.1316], [0.5550, 0.3988, 0.4297], [-0.1840, 1.3616, 0.9842], [-1.3321, 0.9661, 1.5470], [0.2681, 2.4285, 1.1356], [1.5037, 0.6179, 0.1612], [0.2110, -0.5371, 0.2683], [-1.7525, 0.0858, 1.2851], [-1.8098, 1.6489, 2.1176], [-5.5444, 2.5238, 4.2862], [-4.8255, 2.7616, 5.3371], [-4.2176, 3.8148, 5.1742], [-4.8286, 1.9280, 6.2411], [-6.2134, 1.7688, 4.3380], [-5.4467, 3.1876, 3.5314], [-3.7237, 4.1973, 5.9678], [-4.7102, 4.4987, 4.6177], [-0.9192, -4.8616, 0.0993], [-2.0690, -4.4026, -0.3486], [-2.4215, -4.9481, -1.4906], [-2.6894, -3.4940, 0.1213], [-0.7095, -4.6618, 1.0668], [-0.4838, -5.5506, -0.4972], [-3.3940, -5.0092, -1.7566], [-1.8994, -5.7715, -1.7542], [-6.1020, -1.4197, -2.9701], [-6.5676, -2.4556, -3.5553], [-7.1518, -2.2774, -4.6885], [-6.7166, -3.4598, -2.9436], [-5.4788, -1.5138, -2.1810], [-6.2899, -0.5123, -3.3717], [-7.5406, -3.0866, -5.1512], [-7.1787, -1.3740, -5.1394], [4.7805, 3.6286, 0.1868], [4.9358, 4.8283, -0.3521], [6.1130, 5.0160, -0.8675], [4.0256, 5.6717, -0.3621], [5.4528, 2.9483, -0.1377], [3.8811, 3.4811, 0.6222], [6.8440, 4.3786, -0.5859], [6.3332, 5.8690, -1.3615], [0.7173, 0.2897, -5.2599], [1.7106, 1.0831, -6.1248], [0.9896, 2.2447, -6.7882], [2.6458, 1.6219, -5.2009], [-0.2396, 0.0534, -5.7252], [0.5999, 1.1410, -4.5893], [1.3239, -0.5136, -4.8418], [2.1903, 0.4245, -6.8488], [1.7710, 2.8671, -7.2242], [0.3817, 2.8732, -6.1374], [0.3662, 1.7273, -7.5174], [2.6592, 2.5657, -5.3762], [4.6051, -3.1608, 2.9296], [4.5820, -4.6929, 2.6211], [6.0512, -5.1759, 2.1876], [4.1707, -5.4619, 3.7777], [3.5518, -2.8846, 2.9771], [5.0631, -2.4606, 2.2310], [5.1358, -3.1142, 3.8805], [3.8821, -4.9005, 1.8117], [6.0637, -6.2542, 2.0285], [6.7504, -5.0516, 3.0146], [6.5338, -4.6504, 1.3635], [3.3331, -5.1072, 4.0846]]}

(3)
{"formula": "C4H8N2OS2", "method": "ωB97M-V/def2-TZVPD", "max_force_ev_per_a": 4.952, "homo_energy_ev": [-6.9, -7.3], "e_above_lowest_ev": 5.197, "mol_weight_g_mol": 164.255, "homo_lumo_gap_ev": [7.03, 7.87], "energy_ev": -30968.72362, "elements": ["C", "C", "C", "C", "N", "N", "O", "S", "S", "H", "H", "H", "H", "H", "H", "H", "H"], "positions_angstrom": [[-2.1177, -2.9732, -1.3892], [-1.1529, 0.6199, 0.1845], [-1.2352, -2.5284, -0.6062], [-0.3070, -0.6023, 0.4938], [0.2135, 2.9436, 0.0128], [2.3437, -0.5182, 0.6632], [-0.4412, -1.9048, 0.1579], [-0.5686, 2.0001, 1.2023], [0.9559, -0.5034, 1.7092], [-3.0119, -3.5233, -1.2529], [-1.9221, -3.2535, -2.5266], [-0.8304, 0.8478, -0.8496], [-2.2140, 0.5355, 0.3440], [-0.4679, 3.6744, -0.0908], [1.1687, 3.1873, 0.3133], [2.9678, -1.2813, 0.9967], [2.9105, 0.2978, 0.4998]]}

(4)
{"formula": "C18H26N11OSn", "method": "ωB97M-V/def2-TZVPD", "total_charge": 3, "max_force_ev_per_a": 1.939, "homo_energy_ev": [-18.3, -17.7], "e_above_lowest_ev": 0.297, "mol_weight_g_mol": 531.193, "homo_lumo_gap_ev": [6.90, 5.78], "energy_ev": -43326.64895, "elements": ["Sn", "N", "C", "N", "N", "N", "N", "C", "N", "N", "N", "N", "H", "C", "C", "N", "C", "C", "N", "C", "C", "H", "H", "H", "H", "H", "H", "H", "H", "H", "H", "H", "H", "H", "C", "C", "C", "C", "C", "C", "C", "O", "C", "C", "C", "H", "H", "H", "H", "H", "H", "H", "H", "H", "H", "H", "H"], "positions_angstrom": [[0.2688, 0.4197, 0.5526], [3.2992, 1.6478, -1.3432], [3.2626, 1.8935, -0.0507], [4.2498, 2.5405, 0.6495], [3.8351, 2.5432, 1.8956], [2.6176, 1.9134, 1.9523], [2.2535, 1.5030, 0.7509], [2.3109, 0.9425, -2.0072], [2.3611, 0.6532, -3.2933], [1.2258, -0.0290, -3.5407], [0.5311, -0.1400, -2.4330], [1.1896, 0.4791, -1.4416], [4.1145, 1.9560, -1.8773], [-1.0329, -4.8442, 1.1923], [-1.0273, -3.4359, 0.5379], [-0.0110, -2.5695, 1.1723], [1.3282, -3.1814, 0.9827], [1.3911, -4.5941, 1.6175], [0.0483, -4.8686, 2.2430], [-0.2425, -3.8451, 3.3105], [-0.3014, -2.4583, 2.6216], [-0.8246, -5.6341, 0.4763], [-1.9772, -5.0691, 1.6800], [-2.0036, -2.9690, 0.6465], [-0.8034, -3.5127, -0.5236], [2.0784, -2.5348, 1.4355], [1.5355, -3.2387, -0.0836], [2.1464, -4.6659, 2.3948], [1.5868, -5.3705, 0.8830], [0.0674, -5.7937, 2.6696], [0.5442, -3.9045, 4.0571], [-1.1815, -4.1103, 3.7874], [0.4212, -1.7871, 3.0786], [-1.2872, -2.0174, 2.7451], [-2.2884, 1.2266, -6.7920], [-2.4208, 1.4741, -5.3513], [-2.2911, 2.7590, -4.8057], [-2.4402, 2.9603, -3.4654], [-2.2925, 4.3231, -2.8654], [-2.6912, 1.7973, -2.6007], [-2.7365, 2.0448, -1.1175], [-1.9755, 1.5545, -0.2993], [-2.8817, 0.5094, -3.1039], [-3.2585, -0.6615, -2.2274], [-2.7230, 0.3528, -4.4626], [-2.0355, 2.1177, -7.3573], [-3.2236, 0.7979, -7.1839], [-1.5393, 0.4406, -6.9693], [-2.0864, 3.5988, -5.4583], [-2.0885, 5.0699, -3.6273], [-1.4718, 4.3422, -2.1388], [-3.1999, 4.6264, -2.3306], [-3.5040, 2.7468, -0.7637], [-3.9317, -0.3664, -1.4220], [-2.3676, -1.1024, -1.7982], [-3.7578, -1.4285, -2.8170], [-2.8204, -0.6380, -4.8976]]}

(5)
{"formula": "C32H25AsN2O11PSTi", "method": "ωB97M-V/def2-TZVPD", "total_charge": 1, "max_force_ev_per_a": 1.585, "homo_energy_ev": -10.0, "e_above_lowest_ev": 1.964, "mol_weight_g_mol": 799.385, "homo_lumo_gap_ev": 5.77, "energy_ev": -163166.85769, "elements": ["Ti", "O", "C", "O", "C", "C", "C", "C", "C", "N", "C", "O", "O", "H", "H", "H", "H", "O", "N", "C", "C", "C", "C", "C", "C", "C", "P", "C", "C", "C", "C", "C", "C", "C", "C", "C", "C", "C", "C", "H", "H", "H", "H", "H", "H", "H", "H", "H", "H", "H", "H", "H", "H", "H", "H", "O", "As", "O", "O", "C", "C", "C", "C", "C", "C", "S", "O", "O", "O", "H", "H", "H", "H", "H"], "positions_angstrom": [[0.9620, -0.8995, 0.8856], [4.7329, -1.3678, 2.9658], [3.5448, -1.0984, 2.4869], [3.2860, -0.9583, 1.3087], [2.4580, -0.9498, 3.4885], [2.5655, -1.0222, 4.8564], [1.4191, -0.7945, 5.6148], [0.2264, -0.4841, 4.9819], [0.2103, -0.4388, 3.6035], [1.3023, -0.6858, 2.8813], [-0.9827, -0.1088, 2.7285], [-2.0443, 0.2011, 3.1734], [-0.6374, -0.1949, 1.4558], [5.3734, -1.4408, 2.2411], [3.5218, -1.2427, 5.3091], [1.4619, -0.8467, 6.6942], [-0.6850, -0.2798, 5.5281], [3.2637, 2.5719, 2.5882], [2.2016, 2.6916, 1.6992], [1.1338, 2.9623, 2.3190], [-0.1411, 3.1780, 1.6178], [-1.0574, 3.9772, 2.3030], [-2.2497, 4.3794, 1.7324], [-2.5666, 3.9558, 0.4540], [-1.6959, 3.1129, -0.2168], [-0.4670, 2.7198, 0.3248], [0.2232, 1.4488, -0.8198], [1.1921, 2.3939, -2.0399], [2.3944, 1.8490, -2.4982], [3.0199, 2.3732, -3.6207], [2.4428, 3.4297, -4.3087], [1.2577, 3.9866, -3.8477], [0.6313, 3.4732, -2.7220], [-2.0682, -0.8470, -1.2505], [-2.9407, -1.0617, -0.1958], [-4.2242, -0.5413, -0.2453], [-4.6492, 0.1653, -1.3595], [-3.7790, 0.3389, -2.4258], [-2.4814, -0.1564, -2.3830], [4.0264, 2.5957, 2.0040], [1.1479, 3.1271, 3.3976], [-0.8080, 4.3115, 3.3048], [-2.9291, 5.0169, 2.2843], [-3.5049, 4.2403, -0.0050], [-1.9934, 2.6960, -1.1755], [2.8344, 1.0136, -1.9685], [3.9507, 1.9408, -3.9687], [2.9146, 3.8184, -5.2025], [0.8131, 4.8211, -4.3770], [-0.2927, 3.9212, -2.3763], [-2.6052, -1.6223, 0.6651], [-4.8916, -0.7004, 0.5921], [-5.6511, 0.5738, -1.3964], [-4.1026, 0.8711, -3.3115], [-1.8255, 0.0060, -3.2191], [1.4523, -5.0117, 0.7372], [0.6249, -3.5587, 0.2769], [-0.0172, -2.8447, 1.6301], [1.7343, -2.3372, -0.1152], [-0.2194, -4.1361, -1.3441], [-0.8285, -5.3760, -1.4224], [-1.3896, -5.7691, -2.6311], [-1.3287, -4.9377, -3.7390], [-0.7190, -3.6903, -3.6571], [-0.1685, -3.2893, -2.4595], [0.4262, -1.5695, -2.3003], [0.0943, -0.9474, -3.5719], [-0.7816, -1.3854, -1.0428], [1.3441, 0.4678, -0.1394], [1.7143, -5.0023, 1.6663], [-0.8552, -6.0286, -0.5602], [-1.8796, -6.7308, -2.7054], [-1.7622, -5.2609, -4.6765], [-0.6793, -3.0121, -4.5013]]}

(6)
{"formula": "C2H6N3S2", "method": "ωB97M-V/def2-TZVPD", "total_charge": 1, "max_force_ev_per_a": 4.160, "homo_energy_ev": -12.6, "smiles": "N/[NH+]=C\\N=[SH]#CS", "e_above_lowest_ev": 6.643, "mol_weight_g_mol": 136.225, "homo_lumo_gap_ev": 7.10, "energy_ev": -28298.97090, "elements": ["N", "N", "C", "N", "S", "C", "S", "H", "H", "H", "H", "H", "H"], "positions_angstrom": [[-2.8695, -0.2740, -0.4465], [-2.0601, 0.8256, -0.0523], [-0.7450, 0.6463, 0.1247], [-0.1346, -0.4880, 0.0373], [1.4642, -0.9009, 0.0346], [3.0606, 0.0854, 0.6069], [4.4263, 0.2050, -0.2422], [-2.2863, -1.0741, -0.2931], [-3.7852, -0.1412, -0.0541], [-2.6140, 1.7312, -0.0515], [-0.3158, 1.6465, 0.3939], [1.6452, -1.6455, 1.2807], [4.2141, -0.6161, -1.3386]]}

(7)
{"formula": "C4H6N2O", "method": "ωB97M-V/def2-TZVPD", "max_force_ev_per_a": 7.241, "homo_energy_ev": -8.0, "smiles": "Cc1c[nH]c(O)n1", "e_above_lowest_ev": 1.805, "mol_weight_g_mol": 98.105, "homo_lumo_gap_ev": 8.74, "energy_ev": -9271.69687, "elements": ["C", "C", "C", "N", "C", "O", "N", "H", "H", "H", "H", "H", "H"], "positions_angstrom": [[-1.9540, 0.3614, -0.5894], [-0.5241, 0.1572, -0.2313], [0.5443, 0.7734, -0.8140], [1.6563, 0.4380, -0.1524], [1.0867, -0.5184, 1.0274], [1.8898, -1.3202, 1.7585], [-0.1715, -0.6537, 0.8295], [-2.5239, 0.7440, 0.2639], [-2.4205, -0.5799, -0.9017], [-2.0414, 1.0759, -1.4149], [0.5509, 1.5636, -1.5410], [2.5573, 0.0553, -0.2329], [1.3501, -2.0966, 1.9982]]}

(8)
{"formula": "C23H64N6O10", "method": "ωB97M-V/def2-TZVPD", "total_charge": -2, "max_force_ev_per_a": 3.157, "homo_energy_ev": 1.2, "e_above_lowest_ev": 0.000, "mol_weight_g_mol": 584.797, "homo_lumo_gap_ev": 2.80, "energy_ev": -54292.18723, "elements": ["C", "O", "H", "H", "H", "N", "O", "O", "O", "C", "C", "C", "O", "C", "N", "H", "H", "H", "H", "H", "H", "H", "H", "H", "H", "H", "C", "C", "C", "O", "C", "N", "H", "H", "H", "H", "H", "H", "H", "H", "H", "H", "H", "C", "C", "C", "O", "C", "N", "H", "H", "H", "H", "H", "H", "H", "H", "H", "H", "H", "C", "C", "C", "O", "C", "N", "H", "H", "H", "H", "H", "H", "H", "H", "H", "H", "H", "C", "C", "C", "O", "C", "N", "H", "H", "H", "H", "H", "H", "H", "H", "H", "H", "H", "C", "C", "O", "H", "H", "H", "H", "H", "H"], "positions_angstrom": [[-0.3389, -0.0732, 0.6263], [-0.2063, 1.1676, 0.0905], [-0.7727, -0.7477, -0.1657], [0.7075, -0.3643, 0.9449], [-1.0007, -0.0558, 1.5325], [-1.4064, 3.9712, -1.8622], [-0.3923, 4.0525, -1.1635], [-2.5458, 4.1323, -1.3699], [-1.2819, 3.5419, -3.0533], [5.8303, 2.0962, -1.9806], [5.3841, 1.1953, -3.1406], [4.8774, -0.1494, -2.6624], [3.8458, 0.0052, -1.6976], [4.1415, -0.5990, -0.4621], [4.4085, 1.9017, -3.9713], [6.8489, 1.7794, -1.7349], [5.1697, 2.0301, -1.1196], [5.9068, 3.1329, -2.3097], [6.3466, 1.0117, -3.6573], [5.6558, -0.8692, -2.3738], [4.3954, -0.7344, -3.4652], [3.2033, -0.5723, 0.0970], [4.9530, -0.1155, 0.0967], [4.4430, -1.6552, -0.5647], [4.2025, 1.3863, -4.8210], [4.8875, 2.7445, -4.2736], [1.9302, 2.1052, 5.5292], [0.6250, 2.6099, 4.9069], [0.6078, 4.1253, 4.8368], [-0.6170, 4.5842, 4.3544], [-1.0202, 5.8005, 4.8988], [0.3788, 1.9822, 3.5880], [1.9875, 1.0164, 5.5663], [2.0112, 2.3970, 6.5883], [2.8077, 2.4451, 4.9703], [-0.2018, 2.1781, 5.4896], [1.4324, 4.3945, 4.1585], [0.8998, 4.4727, 5.8392], [-0.3004, 6.6156, 4.7066], [-1.1147, 5.7697, 5.9945], [-1.9452, 6.1190, 4.4230], [0.5274, 0.9733, 3.6950], [1.2777, 2.0907, 3.0957], [-2.6101, 1.1732, -5.0426], [-2.4580, 0.3645, -3.7849], [-3.2752, -0.9341, -3.7666], [-3.3354, -1.3641, -2.4244], [-4.0057, -2.5547, -2.1631], [-1.0499, 0.1053, -3.4805], [-2.0114, 2.0815, -5.0068], [-3.6625, 1.4702, -5.1080], [-2.3697, 0.5818, -5.9356], [-2.7276, 0.9469, -2.8960], [-2.8224, -1.7095, -4.4073], [-4.2941, -0.8035, -4.1705], [-5.0770, -2.5860, -2.4052], [-3.9523, -2.8014, -1.1015], [-3.4889, -3.3760, -2.6841], [-0.9436, -0.6541, -2.8132], [-0.5338, -0.2923, -4.2697], [-5.6670, -0.2578, -0.1947], [-4.9820, 0.6943, 0.7832], [-4.1455, -0.0687, 1.7973], [-3.5535, 0.7527, 2.7845], [-3.4485, 0.1317, 4.0181], [-4.0659, 1.5874, 0.0063], [-6.0954, -1.1378, 0.3039], [-4.9600, -0.6434, -0.9292], [-6.3782, 0.2842, -0.8224], [-5.7464, 1.2301, 1.3598], [-3.2770, -0.4556, 1.2356], [-4.6991, -0.9171, 2.2232], [-2.9925, 0.7911, 4.7520], [-2.8824, -0.8152, 3.9699], [-4.4264, -0.2143, 4.4055], [-4.6933, 2.1302, -0.5835], [-3.6295, 0.8979, -0.6023], [-0.1810, -3.4885, -2.5980], [0.7469, -2.9414, -1.5195], [1.7574, -3.9274, -0.9673], [2.3756, -4.8226, -1.8895], [3.3149, -4.2786, -2.7716], [1.4809, -1.7295, -2.0553], [0.3597, -3.4905, -3.5513], [-0.9634, -2.7387, -2.7461], [-0.6762, -4.4391, -2.4100], [0.1401, -2.5527, -0.6926], [1.1891, -4.6802, -0.3916], [2.3625, -3.5250, -0.1440], [3.8685, -3.4178, -2.3765], [2.9111, -3.9480, -3.7368], [4.0759, -5.0325, -3.0019], [2.4342, -1.8614, -1.7531], [1.4079, -1.8866, -3.0563], [1.3306, -3.3051, 3.1296], [0.8881, -2.2346, 4.0906], [1.3154, -0.9380, 3.6803], [1.1816, -2.9127, 2.1190], [0.7192, -4.2138, 3.1673], [2.3520, -3.6726, 3.2486], [1.2308, -2.4521, 5.1149], [-0.1889, -2.1008, 4.1980], [2.2788, -0.9396, 3.6861]]}